One molecule with the formula C2H4INO at a distorted geometry, computed with ωB97M-V/def2-TZVPD.

largest force on an atom	4.977	eV/Å
energy relative to the best compared isomer or geometry (same formula, charge and spin)	39.4	kcal/mol
frontier orbital gap	10.13	eV
SMILES	[H]/N=C(\I)OC
2S+1	1

Last column: Löwdin charge in e.
CARTESIAN COORDINATES (ANGSTROEM)
1 C 1.001 0.455 0.266  -0.8525
2 C -1.093 -0.897 -0.156  -0.2173
3 N 0.375 1.515 0.294  0.0771
4 O 0.146 -0.957 0.443  -0.2738
5 I 2.981 -0.024 -0.019  0.9005
6 H -1.881 -1.101 0.521  0.0488
7 H -1.119 -1.616 -1.119  0.1159
8 H -1.310 0.218 -0.615  0.1124
9 H 0.899 2.407 0.385  0.0890